ORCA calculation (ωB97M-V/def2-TZVPD) on a cluster of 2 separate species, C19H30N2O5S in total.

The geometry in XYZ format:
```
57
Properties=species:S:1:pos:R:3:mulliken_charge:R:1
C 1.3299 3.2885 0.0628 -0.909
C 0.8345 2.0274 0.0466 -0.584
C -0.2240 1.5513 -0.9007 -0.939
C -1.5242 1.1884 -0.1820 1.911
C -1.6125 -0.1575 0.5484 -1.818
C -0.3938 -0.6200 1.3674 -1.143
C 0.6695 -1.3444 0.5637 -0.404
C 1.7948 -1.9388 1.4098 -0.977
C 2.6871 -0.9131 2.1267 -0.672
C 3.9901 -0.5550 1.3992 -0.972
C 3.8761 -0.2772 -0.0843 -0.435
O 3.7577 -1.4749 -0.8442 -0.289
C 4.2887 -1.3135 -2.1289 -0.806
C -1.8847 2.3841 0.7353 -0.190
O -1.8618 2.5006 1.9397 -0.583
O -2.2777 3.3789 -0.1528 -0.382
C -2.7783 2.8291 -1.3457 -0.451
O -3.9848 3.4162 -1.7595 -0.204
N -3.8118 4.0145 -3.0934 0.181
O -3.6855 5.1560 -3.0241 -0.262
C -2.7876 1.3036 -1.0618 1.242
S -4.3451 1.0472 -0.1109 -0.264
C -2.9135 0.3747 -2.2455 -0.818
C -3.7135 0.6275 -3.3327 -0.907
H 1.3543 3.8187 1.0084 0.265
H 1.7541 3.7697 -0.8103 0.280
H 1.2561 1.3117 0.7412 0.315
H -0.3615 2.3351 -1.6395 0.669
H 0.0816 0.6733 -1.4802 0.325
H -1.8211 -0.9621 -0.1545 0.425
H -2.4489 -0.1509 1.2416 0.651
H -0.0161 0.2155 1.9530 0.652
H -0.7734 -1.3317 2.1003 0.619
H 0.1794 -2.1791 0.0616 0.564
H 1.1264 -0.7505 -0.2283 0.198
H 1.3283 -2.5692 2.1708 0.307
H 2.4002 -2.6011 0.7979 0.430
H 2.1290 -0.0214 2.4052 0.333
H 2.9826 -1.3665 3.0737 0.345
H 4.3678 0.3663 1.8462 0.395
H 4.7568 -1.3060 1.5748 0.388
H 4.7902 0.2357 -0.3966 0.635
H 3.0312 0.3706 -0.3302 0.103
H 4.1824 -2.2357 -2.6921 0.273
H 5.3517 -1.0563 -2.1074 0.303
H 3.7618 -0.5383 -2.6956 0.293
H -2.0662 3.0565 -2.1418 0.789
H -5.2387 1.5979 -0.9431 0.219
H -2.3716 -0.5657 -2.2400 0.373
H -3.4929 1.4517 -3.9983 0.298
H -4.5417 -0.0437 -3.5227 0.259
C -1.2044 -4.9220 3.1981 -1.011
C -1.1476 -4.2353 1.9135 0.423
N -1.0992 -3.6956 0.9020 -0.371
H -1.0420 -4.2093 4.0043 0.297
H -2.1794 -5.3875 3.3242 0.344
H -0.4341 -5.6891 3.2396 0.286
```

As for the SMILES: C=CC[C@@]1(CCCCCCCOC)C(=O)O[C@H](ON=O)[C@@]1(S)C=C.CC#N. As for the energy above the lowest of the compared OMol25 structures with the same formula, charge and spin: 9.721 eV. Its spin multiplicity is 1. The HOMO-LUMO gap comes out at 7.456 eV. For the largest force on an atom, the calculation gives 2.62 eV Å⁻¹. As for the net charge: 0. The value obtained for the lowest unoccupied orbital energy is -0.63 eV.